Entry 1:
C2HBrCl2S in the gas phase at a distorted geometry, computed with the ωB97M-V functional and the def2-TZVPD basis.

Last column: Löwdin charge in e.
Geometry (Å):
C 0.91 -0.50 0.65  -0.74
C -0.06 0.07 -0.02  -1.10
S -0.79 -0.59 -1.54  0.33
Cl 1.74 0.26 1.91  0.64
Cl -0.72 1.61 0.57  0.54
Br -2.61 0.49 -1.83  0.24
H 1.54 -1.34 0.26  0.08

Values from the calculation:
**Frontier orbital gap**: 8.31 eV
**Largest force on an atom**: 0.04413 Eh/bohr
**SMILES string**: Cl/C=C(\Cl)SBr
**Energy above the lowest of the compared OMol25 structures with the same formula, charge and spin**: 0.0 kcal per mole

=====

Entry 2:
A molecular structure, C38H53BrF4GaN2O2P3S at a distorted geometry, computed with the ωB97M-V functional and the def2-TZVPD basis.

Last column: Löwdin charge in e.
Geometry (Å):
Ga 1.27 -0.34 -0.29  0.16
F -11.44 -0.48 1.06  0.18
C -10.18 -0.22 0.78  -0.14
C -9.51 0.81 1.37  -0.11
F -10.14 1.70 2.17  0.13
C -8.22 1.08 1.01  -0.22
F -7.67 2.21 1.48  0.11
C -7.44 0.27 0.19  -0.31
P -5.75 0.66 -0.47  1.05
C -4.88 1.15 1.03  -0.42
C -5.32 0.85 2.27  -0.10
C -4.60 1.30 3.36  -0.05
C -3.35 1.90 3.26  -0.07
C -2.84 2.09 2.00  -0.09
C -3.60 1.79 0.88  -0.12
C -5.98 2.27 -1.21  -0.38
C -5.88 3.54 -0.60  -0.07
C -6.19 4.70 -1.31  -0.05
C -6.57 4.54 -2.65  -0.06
C -6.69 3.28 -3.33  -0.02
C -6.32 2.15 -2.56  -0.11
C -8.15 -0.75 -0.39  -0.56
Br -7.29 -1.92 -1.66  0.75
C -9.50 -0.98 -0.17  -0.27
F -10.17 -1.92 -0.78  0.12
H -6.25 0.37 2.37  0.09
H -5.00 1.17 4.35  0.11
H -2.76 2.14 4.15  0.12
H -1.87 2.51 1.82  0.10
H -3.24 2.00 -0.11  0.09
H -5.54 3.61 0.44  0.11
H -6.15 5.73 -0.98  0.11
H -6.82 5.41 -3.15  0.08
H -6.87 3.30 -4.37  0.09
H -6.43 1.20 -2.98  0.07
S -0.30 0.88 -1.01  0.26
N -2.72 -0.88 -0.48  0.06
C -2.02 -1.42 0.67  -0.23
P -0.62 -2.51 0.09  0.47
O -0.81 -2.93 -1.32  -0.29
O 0.79 -2.04 0.45  -0.37
C -0.54 -4.04 1.11  -0.14
N -0.64 -5.18 0.08  0.17
H -2.01 -0.12 -0.89  -0.02
H -3.59 -0.38 -0.17  0.05
H -2.98 -1.64 -1.13  0.15
H -2.57 -1.92 1.39  0.08
H -1.56 -0.63 1.26  0.09
H -1.36 -4.15 1.82  0.11
H 0.36 -4.24 1.70  0.12
H -1.57 -5.66 0.05  0.20
H 0.07 -5.83 0.30  0.14
H -0.45 -4.69 -0.79  0.10
C 6.01 -3.39 2.08  -0.18
C 4.90 -2.69 2.76  -0.20
C 4.66 -1.32 2.08  -0.19
C 4.72 -1.33 0.53  -0.41
C 4.47 -2.77 0.06  -0.19
C 5.47 -3.76 0.68  -0.16
P 3.69 -0.10 -0.26  1.07
C 3.97 -0.14 -2.06  -0.43
C 5.48 -0.39 -2.45  -0.19
C 5.58 -1.27 -3.66  -0.20
C 4.65 -0.69 -4.76  -0.18
C 3.16 -0.62 -4.33  -0.14
C 2.97 -0.97 -2.82  -0.24
C 4.05 1.59 0.36  -0.40
C 5.56 2.03 0.50  -0.13
C 5.72 3.02 1.72  -0.20
C 4.59 3.99 1.86  -0.22
C 3.32 3.24 2.25  -0.18
C 3.38 1.83 1.70  -0.26
H 6.38 -4.26 2.63  0.12
H 6.86 -2.75 1.99  0.11
H 4.98 -2.48 3.87  0.14
H 3.90 -3.09 2.65  0.10
H 5.45 -0.64 2.42  0.12
H 3.70 -0.94 2.43  0.10
H 5.74 -1.05 0.30  0.11
H 4.54 -2.94 -1.02  0.11
H 3.48 -3.07 0.30  0.08
H 6.27 -3.87 -0.03  0.11
H 4.93 -4.67 0.79  0.11
H 3.70 0.85 -2.45  0.13
H 5.98 -0.96 -1.66  0.08
H 6.01 0.61 -2.48  0.14
H 5.17 -2.26 -3.48  0.11
H 6.69 -1.25 -3.95  0.15
H 4.93 -1.23 -5.69  0.12
H 5.05 0.28 -5.03  0.11
H 2.57 -1.30 -5.01  0.13
H 2.81 0.38 -4.48  0.10
H 3.00 -2.03 -2.62  0.11
H 1.94 -0.58 -2.51  0.06
H 3.56 2.26 -0.34  0.13
H 5.93 2.62 -0.39  0.13
H 6.23 1.22 0.57  0.08
H 6.60 3.64 1.44  0.13
H 5.85 2.55 2.69  0.11
H 4.49 4.44 0.87  0.12
H 4.76 4.79 2.65  0.14
H 2.48 3.84 1.80  0.13
H 3.16 3.21 3.30  0.11
H 2.36 1.48 1.68  0.08
H 3.97 1.22 2.41  0.11

Values from the calculation:
**Frontier orbital gap**: 7.07 eV
**Largest force on an atom**: 0.07435 Eh/bohr
**Total charge**: +2
**Energy above the lowest of the compared OMol25 structures with the same formula, charge and spin**: 48.4 kcal per mole

=====

Entry 3:
A molecular structure, C39H31N5O5ReS at a distorted geometry, computed with the ωB97M-V functional and the def2-TZVPD basis.

Last column: Löwdin spin population.
Geometry (Å):
Re -0.08 0.25 -0.10  0.77
O 0.93 1.45 5.09  0.00
C -0.05 2.30 4.77  0.00
C -0.71 2.96 5.81  0.00
C -1.72 3.87 5.54  0.00
C -2.09 4.15 4.22  0.00
C -1.46 3.48 3.19  0.00
C -0.44 2.56 3.45  0.00
C 0.12 1.80 2.32  -0.01
O -0.51 1.84 1.18  0.02
N 1.22 1.12 2.48  0.00
N 1.52 0.43 1.33  0.00
C 2.73 -0.01 1.20  0.04
C 3.25 -0.54 -0.02  0.01
C 4.51 -1.16 0.02  0.01
C 5.10 -1.67 -1.11  0.00
C 4.43 -1.58 -2.33  0.01
C 3.21 -0.95 -2.41  0.00
C 2.59 -0.38 -1.27  0.01
O 1.49 0.32 -1.46  0.07
H 1.27 1.02 4.27  0.00
H -0.42 2.73 6.82  0.00
H -2.22 4.36 6.36  0.00
H -2.87 4.87 4.02  0.00
H -1.73 3.66 2.16  0.00
H 3.40 0.08 2.05  0.00
H 5.01 -1.25 0.98  0.00
H 6.08 -2.14 -1.05  0.00
H 4.87 -2.00 -3.22  0.00
H 2.68 -0.85 -3.35  0.00
C -4.79 0.54 6.48  0.00
C -3.89 -0.13 5.47  0.00
C -3.60 -1.48 5.56  0.00
C -2.70 -2.07 4.67  0.00
C -2.14 -1.29 3.68  0.00
C -2.46 0.05 3.54  0.00
C -3.33 0.63 4.45  0.00
S -0.81 -1.95 2.71  0.00
O -0.91 -3.38 2.67  0.00
O 0.39 -1.37 3.23  0.00
N -1.05 -1.34 1.20  0.01
C -1.22 -2.16 0.12  0.02
C -1.93 -3.36 0.00  0.00
C -2.03 -3.93 -1.25  0.01
C -1.47 -3.30 -2.36  0.00
C -0.80 -2.11 -2.18  0.01
N -0.65 -1.58 -0.96  0.01
H -5.14 -0.17 7.23  0.00
H -5.65 1.00 6.00  0.00
H -4.23 1.33 6.99  0.00
H -4.05 -2.09 6.33  0.00
H -2.43 -3.11 4.75  0.00
H -2.04 0.63 2.73  0.00
H -3.55 1.69 4.37  0.00
H -2.37 -3.80 0.88  0.00
H -2.57 -4.85 -1.38  0.00
H -1.57 -3.72 -3.35  0.00
H -0.34 -1.56 -2.99  0.00
N -1.29 1.11 -1.34  0.00
C -2.41 1.69 -1.45  0.01
C -3.56 1.31 -0.57  0.00
C -3.91 -0.03 -0.43  0.00
C -4.91 -0.40 0.45  0.00
C -5.56 0.56 1.21  0.00
C -5.21 1.90 1.08  0.00
C -4.22 2.28 0.19  0.00
C -2.61 2.78 -2.44  0.00
C -1.54 3.62 -2.75  0.00
C -1.71 4.66 -3.64  0.00
C -2.94 4.86 -4.25  0.00
C -4.00 4.03 -3.95  0.00
C -3.85 2.99 -3.04  0.00
H -3.41 -0.77 -1.04  0.00
H -5.18 -1.45 0.55  0.00
H -6.33 0.27 1.91  0.00
H -5.71 2.65 1.68  0.00
H -3.93 3.32 0.09  0.00
H -0.59 3.44 -2.26  0.00
H -0.88 5.32 -3.86  0.00
H -3.07 5.68 -4.95  0.00
H -4.96 4.19 -4.43  0.00
H -4.68 2.35 -2.80  0.00

Values from the calculation:
**⟨S²⟩**: 0.76
**Frontier orbital gap (alpha / beta)**: 7.11 / 6.62 eV
**Spin multiplicity**: 2
**Largest force on an atom**: 0.04235 Eh/bohr
**Energy above the lowest of the compared OMol25 structures with the same formula, charge and spin**: 0.0 kcal per mole

=====

Number 1: energy -3969.3566 Eh. Number 2: energy -8059.8082 Eh. Number 3: energy -2631.2603 Eh.